Computed, not measured: a molecular structure, C3HBrI2O at a distorted geometry, with ωB97M-V/def2-TZVPD.

XYZ file:
```
8
Properties=species:S:1:pos:R:3:mulliken_charge:R:1
C -1.247 0.820 0.145 -0.038
C 0.153 0.459 -0.019 -0.089
C 0.864 -1.160 0.100 -0.144
O -1.577 1.987 0.036 -0.465
Br 2.594 -1.340 -0.343 0.012
I 1.532 1.987 -0.110 0.193
I -0.420 -2.817 -0.101 0.151
H -1.899 0.064 0.291 0.380
```

Results
Frontier orbital gap (spin up / spin down): 6.99 / 7.57 eV
LUMO energy (spin up / spin down): -1.69 / -1.31 eV
Net charge: 0

=====

Computed, not measured: a single C3HCl2F molecule at a distorted geometry, with ωB97M-V/def2-TZVPD.

XYZ file:
```
7
Properties=species:S:1:pos:R:3:mulliken_charge:R:1
C 0.826 -0.952 1.382 -0.176
C 0.444 -0.347 0.263 -0.423
C -0.379 0.484 -0.664 0.691
F -1.265 0.998 0.107 -0.158
Cl 0.085 1.803 -1.648 -0.112
Cl -1.247 -0.687 -1.710 -0.158
H 1.536 -1.299 2.269 0.335
```

Results
SMILES: C#CC(F)(Cl)Cl
Frontier orbital gap: 10.85 eV
LUMO energy: 0.35 eV
Net charge: 0

=====

Computed, not measured: a single C3HCl2FOS molecule at a distorted geometry, with ωB97M-V/def2-TZVPD.

XYZ file:
```
9
Properties=species:S:1:pos:R:3:mulliken_charge:R:1
O -0.576 -2.324 1.037 -0.416
C 0.146 -1.208 0.967 0.437
S 1.201 -0.643 2.139 -0.281
C 0.093 -0.305 -0.246 -0.087
Cl -0.615 -1.051 -1.672 -0.228
C 0.089 1.110 -0.196 0.498
F 0.415 1.826 0.819 -0.155
Cl -0.506 2.053 -1.460 -0.125
H -1.264 -2.166 0.203 0.356
```

Results
SMILES: OC(=S)/C(Cl)=C(\F)Cl
Frontier orbital gap: 8.14 eV
LUMO energy: -0.69 eV
Net charge: 0

=====

| no. | total energy (a.u.) |
| --- | --- |
| 1 | -3359.4118 |
| 2 | -1135.0216 |
| 3 | -1608.5256 |